No. 1
Computed, not measured: a cluster of 8 separate species, C30H48N5O15S3 in total at a distorted geometry, with the ωB97M-V functional and the def2-TZVPD basis.

Results
* largest force on an atom: 8.484 eV/A
* total charge: +1
* Kohn-Sham gap: 1.8 eV

Last column: Löwdin charge in e.
Atoms and positions in Å:
C -2.11 -7.27 6.59  0.051
N -1.42 -6.73 5.34  -0.077
C -0.46 -5.81 5.54  0.007
C 0.15 -5.25 4.45  0.013
C -0.03 -5.72 3.20  -0.131
C -1.01 -6.77 3.06  0.055
C -1.75 -7.19 4.14  0.002
C 0.59 -5.23 1.92  -0.153
C 2.00 -5.00 1.86  0.053
C 2.59 -4.42 0.71  0.022
N 1.78 -4.16 -0.35  -0.111
C 0.41 -4.33 -0.29  0.038
C -0.23 -4.84 0.87  0.035
C 2.30 -3.51 -1.56  0.024
H -1.91 -8.34 6.52  0.102
H -3.18 -7.10 6.66  0.110
H -1.61 -6.99 7.53  0.102
H -0.31 -5.33 6.50  0.153
H 0.85 -4.45 4.65  0.140
H -1.29 -7.06 2.06  0.124
H -2.53 -7.94 4.07  0.153
H 2.64 -5.22 2.71  0.123
H 3.62 -4.11 0.65  0.141
H -0.17 -3.93 -1.11  0.141
H -1.27 -5.15 0.82  0.127
H 3.37 -3.65 -1.43  0.099
H 2.03 -2.45 -1.49  0.117
H 1.94 -3.94 -2.50  0.113
C 1.00 1.71 0.69  -0.116
C 0.30 2.69 -0.27  -0.614
C 1.00 4.03 -0.19  -0.087
O 0.14 2.10 -1.54  -0.231
H 0.95 1.91 1.76  0.060
H 2.03 1.45 0.45  0.062
H 0.48 0.75 0.61  0.046
H -0.68 2.77 0.22  0.112
H 1.30 4.12 0.86  0.058
H 0.34 4.88 -0.36  0.065
H 1.89 4.16 -0.80  0.073
O -5.75 -1.80 -3.58  -0.001
C -6.19 -1.25 -4.59  -0.597
N -6.19 0.08 -4.48  0.135
C -6.75 -1.88 -5.87  0.003
H -5.55 0.35 -3.75  0.114
H -6.33 0.71 -5.26  0.108
H -7.78 -1.55 -6.06  0.082
H -6.64 -2.95 -5.70  0.080
H -6.15 -1.55 -6.72  0.077
O 8.94 -0.28 -3.47  -0.009
C 9.00 0.94 -3.73  -0.669
N 10.04 1.41 -4.22  0.178
C 7.89 1.91 -3.36  -0.008
H 9.98 2.34 -4.61  0.132
H 10.73 0.69 -4.31  0.143
H 6.90 1.56 -3.08  0.080
H 7.71 2.65 -4.15  0.073
H 8.20 2.51 -2.51  0.080
N -2.89 11.19 1.61  0.048
C -3.47 10.05 1.50  -0.196
C -4.83 9.87 1.27  -0.049
C -5.59 11.07 1.23  -0.100
C -5.00 12.29 1.29  -0.071
C -3.60 12.31 1.53  -0.127
H -2.95 9.17 1.85  0.101
H -5.18 8.85 1.35  0.095
H -6.66 10.95 1.17  0.099
H -5.73 13.08 1.36  0.100
H -3.24 13.25 1.93  0.100
C 7.48 1.74 4.92  -0.219
C 6.58 3.01 4.90  -0.094
O 5.91 3.04 6.26  -0.212
S 6.01 1.53 6.92  0.759
O 5.00 0.66 6.27  -0.276
O 6.06 1.62 8.41  -0.248
O 7.49 1.36 6.25  -0.214
H 8.53 1.94 4.69  0.136
H 7.14 0.92 4.29  0.124
H 6.00 2.90 3.98  0.120
H 7.11 3.94 4.71  0.124
C -6.64 -1.14 2.34  -0.152
C -5.18 -0.79 2.58  -0.143
O -4.92 -1.26 3.92  -0.235
S -6.06 -2.26 4.54  0.740
O -6.21 -2.14 5.98  -0.224
O -5.84 -3.63 3.96  -0.302
O -7.18 -1.47 3.65  -0.208
H -6.80 -1.94 1.61  0.128
H -7.17 -0.31 1.86  0.134
H -4.87 0.25 2.54  0.136
H -4.56 -1.37 1.89  0.125
C -0.45 -0.40 -9.69  -0.174
C 0.51 -0.58 -8.55  -0.205
O 1.67 -1.07 -9.18  -0.199
S 1.39 -2.02 -10.52  0.759
O 1.57 -3.45 -10.32  -0.241
O 2.18 -1.40 -11.61  -0.262
O -0.19 -1.52 -10.57  -0.204
H -0.46 0.57 -10.20  0.134
H -1.42 -0.49 -9.21  0.127
H 0.00 -1.22 -7.82  0.126
H 0.62 0.35 -7.99  0.140


No. 2
Computed, not measured: a cluster of 2 separate species, C30H49FNO7P in total at a distorted geometry, with the ωB97M-V functional and the def2-TZVPD basis.

Results
* largest force on an atom: 9.979 eV/A
* total charge: 0
* Kohn-Sham gap: 5.2 eV
* SMILES: CCCCCCCCCCCCC[C@@]1(CC(=O)F)CNC(=O)[C@H]1CC(=O)c1ccccc1.COP(=O)(OC)OC

Last column: Löwdin charge in e.
Atoms and positions in Å:
C 5.25 -2.86 3.24  -0.145
C 5.58 -2.24 1.75  -0.260
C 6.11 -3.37 0.66  -0.218
C 4.91 -3.86 -0.36  -0.201
C 5.09 -3.10 -1.82  -0.219
C 3.93 -1.98 -2.10  -0.221
C 4.24 -0.51 -1.36  -0.197
C 2.97 -0.23 -0.37  -0.252
C 3.17 1.01 0.69  -0.214
C 1.81 1.17 1.63  -0.209
C 0.45 1.46 0.76  -0.213
C -0.66 0.24 0.77  -0.190
C -1.94 0.74 -0.12  -0.143
C -3.34 0.94 0.72  -0.305
C -3.33 1.72 2.17  -0.043
C -2.96 0.78 3.46  -0.170
O -2.73 1.42 4.63  -0.011
F -2.82 -0.69 3.46  -0.022
C -4.18 1.96 -0.30  -0.168
N -5.45 1.41 -0.93  0.018
C -5.75 0.12 -0.20  -0.241
O -6.88 -0.60 -0.33  -0.043
C -4.45 -0.26 0.78  -0.132
C -4.08 -1.76 0.23  -0.064
C -4.33 -2.96 1.37  -0.195
O -5.02 -2.76 2.51  -0.036
C -3.60 -4.42 0.99  -0.074
C -4.41 -5.80 0.65  -0.005
C -3.46 -7.12 0.25  -0.052
C -1.80 -7.05 0.17  -0.066
C -1.01 -5.65 0.54  -0.068
C -1.93 -4.35 0.94  -0.023
H 5.19 -4.02 3.16  0.074
H 4.27 -2.36 3.67  0.075
H 6.14 -2.52 3.96  0.082
H 4.66 -1.61 1.37  0.071
H 6.49 -1.49 1.90  0.107
H 6.63 -4.30 1.18  0.111
H 6.97 -2.84 0.04  0.100
H 3.82 -3.69 0.08  0.114
H 5.06 -5.03 -0.51  0.104
H 4.97 -3.96 -2.64  0.110
H 6.13 -2.58 -1.95  0.103
H 3.81 -1.87 -3.28  0.110
H 2.92 -2.40 -1.68  0.098
H 4.20 0.29 -2.25  0.114
H 5.29 -0.47 -0.85  0.110
H 2.03 -0.06 -1.06  0.112
H 2.78 -1.20 0.28  0.105
H 3.49 2.03 0.19  0.119
H 4.09 0.71 1.39  0.108
H 1.72 0.27 2.38  0.111
H 2.00 2.14 2.29  0.110
H 0.79 1.63 -0.36  0.118
H -0.03 2.47 1.16  0.110
H -0.91 -0.18 1.83  0.107
H -0.16 -0.65 0.16  0.112
H -1.59 1.72 -0.70  0.109
H -2.13 -0.07 -0.97  0.124
H -4.43 2.15 2.37  0.159
H -2.58 2.61 2.11  0.144
H -3.60 2.34 -1.27  0.121
H -4.29 2.98 0.30  0.126
H -5.24 1.22 -1.96  0.140
H -4.99 -0.23 1.85  0.162
H -2.94 -1.89 -0.09  0.109
H -4.70 -1.97 -0.77  0.144
H -5.58 -5.83 0.70  0.098
H -4.00 -8.13 -0.03  0.077
H -1.14 -7.96 -0.15  0.077
H 0.16 -5.50 0.53  0.086
H -1.39 -3.34 1.19  0.083
C -0.56 6.30 0.42  -0.137
O -1.47 6.63 -0.62  -0.328
P -1.63 5.54 -1.95  0.781
O -1.53 4.33 -1.02  -0.287
O -0.12 5.99 -2.46  -0.286
C 0.03 7.33 -2.89  -0.130
O -1.79 4.45 -3.28  -0.241
C -1.44 4.90 -4.57  -0.142
H -0.33 7.21 0.98  0.092
H -1.02 5.59 1.11  0.080
H 0.38 5.89 0.02  0.088
H 0.58 7.89 -2.13  0.093
H -0.94 7.80 -3.06  0.086
H 0.59 7.34 -3.83  0.091
H -0.36 4.84 -4.71  0.091
H -1.79 5.93 -4.74  0.084
H -1.91 4.25 -5.31  0.091


No. 3
Computed, not measured: a cluster of 8 separate species, C30H49NO21 in total at a distorted geometry, with the ωB97M-V functional and the def2-TZVPD basis.

Results
* largest force on an atom: 11.043 eV/A
* relative energy (zero: lowest compared OMol25 entry of this formula, charge and spin): 1.329 eV
* total charge: 0
* Kohn-Sham gap: 10.1 eV
* SMILES: C[C@H]1COC(=O)O1.C[C@H]1COC(=O)O1.C[C@H]1COC(=O)O1.C[C@H]1COC(=O)O1.C[C@H]1COC(=O)O1.COC(=O)OC.COC(=O)OC.CCCC#N

Last column: Löwdin charge in e.
Atoms and positions in Å:
C -16.00 -18.58 5.48  0.027
C -15.70 -18.13 4.01  -0.307
C -16.50 -17.03 3.43  -0.119
O -15.56 -16.23 2.84  0.120
C -14.35 -16.68 3.13  -0.587
O -13.32 -16.03 2.92  0.120
O -14.39 -17.70 3.91  0.107
H -16.03 -17.71 6.12  0.079
H -15.23 -19.27 5.84  0.064
H -16.93 -19.13 5.55  0.096
H -15.86 -18.92 3.26  0.127
H -16.89 -16.46 4.28  0.147
H -17.27 -17.36 2.87  0.094
C -13.33 -22.43 4.45  0.005
C -14.79 -22.01 4.14  -0.266
C -15.72 -23.07 3.52  -0.065
O -16.75 -23.24 4.49  0.094
C -16.48 -22.52 5.58  -0.604
O -17.16 -22.35 6.56  0.138
O -15.40 -21.82 5.40  0.059
H -13.20 -23.28 5.15  0.093
H -12.91 -21.50 4.84  0.076
H -12.87 -22.71 3.50  0.066
H -14.92 -21.07 3.59  0.120
H -15.23 -23.99 3.20  0.136
H -16.25 -22.65 2.67  0.122
C -6.82 -22.71 1.28  -0.021
C -7.54 -21.32 1.50  -0.268
C -8.67 -20.97 0.51  -0.092
O -9.91 -20.92 1.21  0.066
C -9.65 -21.26 2.45  -0.524
O -10.49 -21.26 3.36  0.113
O -8.31 -21.42 2.69  0.063
H -7.45 -23.64 1.35  0.084
H -5.97 -22.90 1.90  0.064
H -6.26 -22.80 0.31  0.093
H -6.80 -20.46 1.64  0.172
H -8.66 -21.73 -0.28  0.130
H -8.39 -20.03 0.01  0.139
C -10.48 -24.69 2.51  -0.017
C -10.80 -24.37 1.10  -0.315
C -10.96 -25.48 0.07  -0.078
O -12.36 -25.66 -0.10  0.108
C -12.96 -24.61 0.42  -0.545
O -14.15 -24.34 0.29  0.117
O -12.10 -23.79 1.06  0.063
H -10.68 -23.92 3.26  0.068
H -9.39 -24.81 2.58  0.095
H -10.98 -25.53 2.94  0.093
H -10.13 -23.57 0.76  0.136
H -10.39 -26.39 0.31  0.147
H -10.53 -25.13 -0.88  0.135
C -15.30 -17.90 9.17  0.001
C -16.45 -18.90 9.02  -0.284
C -15.93 -20.41 9.27  -0.039
O -16.87 -20.88 10.23  0.120
C -17.64 -19.92 10.62  -0.618
O -18.54 -20.06 11.42  0.133
O -17.42 -18.80 9.97  0.121
H -15.59 -16.91 8.86  0.086
H -14.49 -18.26 8.57  0.061
H -14.86 -17.88 10.14  0.084
H -16.89 -18.81 8.08  0.112
H -15.00 -20.27 9.68  0.089
H -15.89 -20.96 8.34  0.117
C -13.33 -22.63 8.78  -0.016
O -13.60 -21.63 7.83  0.026
C -12.74 -20.78 7.47  -0.564
O -11.38 -20.92 7.74  -0.052
O -13.18 -19.88 6.70  0.014
C -12.23 -18.99 6.10  -0.005
H -13.01 -23.59 8.44  0.076
H -14.16 -22.86 9.43  0.103
H -12.51 -22.29 9.41  0.100
H -11.36 -19.40 5.69  0.068
H -11.74 -18.33 6.81  0.105
H -12.73 -18.37 5.31  0.108
C -16.75 -18.32 -0.09  -0.035
O -15.42 -18.63 -0.04  0.052
C -14.98 -19.53 0.75  -0.499
O -15.83 -20.35 1.53  -0.067
O -13.73 -19.66 0.68  0.069
C -13.04 -20.62 1.37  -0.028
H -17.23 -18.12 0.87  0.089
H -17.15 -19.21 -0.56  0.113
H -16.86 -17.49 -0.74  0.098
H -13.54 -21.64 1.42  0.114
H -13.06 -20.26 2.42  0.113
H -12.04 -20.72 0.98  0.076
C -10.60 -23.87 6.34  -0.095
C -10.52 -24.34 7.80  -0.245
C -9.15 -24.89 8.09  -0.222
C -8.93 -26.17 7.47  -0.242
N -8.74 -27.18 6.92  0.141
H -11.54 -23.40 6.16  0.019
H -10.54 -24.70 5.59  0.085
H -9.98 -23.05 6.08  0.073
H -11.23 -25.13 7.96  0.108
H -10.66 -23.37 8.39  0.116
H -8.99 -25.00 9.16  0.123
H -8.35 -24.24 7.78  0.125


No. 4
Computed, not measured: a cluster of 7 separate species, C30H50BNO11 in total at a distorted geometry, with the ωB97M-V functional and the def2-TZVPD basis.

Results
* largest force on an atom: 1.403 eV/A
* relative energy (zero: lowest compared OMol25 entry of this formula, charge and spin): 0.000 eV
* total charge: 0
* Kohn-Sham gap: 9.2 eV
* SMILES: CCCOc1ccc2c(c1CB(O)O)C(=O)NC2=O.CC(C)=O.CC(C)=O.CC(C)=O.CC(C)=O.CC(C)=O.CC(C)=O

Last column: Löwdin charge in e.
Atoms and positions in Å:
C 3.11 -1.04 -0.65  -0.090
C 2.27 -0.15 -1.57  -0.206
C 1.83 -0.89 -2.85  -0.166
O 0.41 -0.88 -3.07  -0.049
C -0.26 -2.00 -2.69  -0.210
C -0.01 -3.19 -3.38  0.019
C -0.67 -4.37 -3.08  0.014
C -1.59 -4.34 -2.05  -0.102
C -1.86 -3.17 -1.37  -0.031
C -1.22 -1.96 -1.65  -0.053
C -1.53 -0.67 -0.94  0.008
B -1.17 -0.66 0.62  -0.616
O -2.05 -1.11 1.58  0.156
O 0.07 -0.22 1.03  0.142
C -2.96 -3.49 -0.39  -0.360
O -3.79 -2.79 0.07  0.167
N -2.88 -4.93 -0.18  0.131
C -2.45 -5.43 -1.49  -0.381
O -2.78 -6.46 -1.95  0.157
H 3.69 -1.76 -1.22  0.066
H 3.76 -0.45 -0.02  0.068
H 2.44 -1.61 -0.01  0.071
H 1.41 0.24 -1.05  0.073
H 2.88 0.69 -1.88  0.101
H 2.28 -0.41 -3.71  0.121
H 2.21 -1.91 -2.81  0.107
H 0.72 -3.16 -4.17  0.125
H -0.50 -5.29 -3.63  0.122
H -2.57 -0.39 -1.12  0.118
H -0.93 0.11 -1.40  0.103
H -2.88 -0.63 1.49  0.098
H 0.13 0.74 0.91  0.075
H -2.02 -5.01 0.36  0.150
C 1.43 3.82 2.35  -0.008
C 1.87 3.40 0.97  -0.475
C 2.87 4.28 0.28  -0.018
O 1.44 2.38 0.45  0.059
H 0.71 3.10 2.74  0.083
H 2.29 3.87 3.01  0.078
H 0.96 4.81 2.30  0.088
H 3.78 4.33 0.89  0.054
H 2.46 5.28 0.15  0.089
H 3.11 3.86 -0.70  0.082
C 6.27 2.49 4.17  -0.018
C 6.09 3.15 2.83  -0.479
C 7.31 3.31 1.96  -0.029
O 5.00 3.54 2.46  0.051
H 5.32 2.44 4.69  0.081
H 6.66 1.48 4.03  0.087
H 6.98 3.06 4.77  0.087
H 7.74 2.33 1.74  0.089
H 8.06 3.91 2.47  0.089
H 7.04 3.79 1.03  0.078
C -6.30 0.48 1.21  -0.025
C -5.63 1.63 1.93  -0.503
C -6.17 2.00 3.29  -0.023
O -4.70 2.22 1.44  0.052
H -5.81 0.33 0.25  0.072
H -6.21 -0.43 1.80  0.089
H -7.35 0.71 1.03  0.084
H -6.09 1.14 3.96  0.085
H -7.22 2.28 3.20  0.086
H -5.61 2.83 3.69  0.080
C -5.49 2.73 -2.37  -0.016
C -6.79 1.98 -2.51  -0.499
C -7.18 1.55 -3.91  -0.024
O -7.48 1.73 -1.56  0.062
H -5.33 2.98 -1.32  0.072
H -4.66 2.12 -2.72  0.085
H -5.53 3.66 -2.94  0.085
H -6.41 0.89 -4.33  0.085
H -7.28 2.43 -4.55  0.084
H -8.13 1.02 -3.88  0.080
C 9.86 2.53 -1.73  -0.022
C 9.79 3.83 -0.98  -0.498
C 9.78 5.10 -1.80  -0.022
O 9.75 3.86 0.23  0.056
H 9.87 1.70 -1.02  0.081
H 9.00 2.43 -2.39  0.086
H 10.78 2.49 -2.33  0.085
H 8.92 5.10 -2.47  0.085
H 10.69 5.16 -2.40  0.085
H 9.73 5.96 -1.14  0.082
C -5.21 -8.73 2.24  -0.027
C -5.38 -7.45 3.03  -0.508
C -5.43 -6.17 2.24  -0.024
O -5.46 -7.46 4.24  0.061
H -5.18 -9.57 2.92  0.078
H -6.04 -8.85 1.55  0.083
H -4.27 -8.70 1.68  0.083
H -6.27 -6.19 1.54  0.087
H -4.50 -6.03 1.68  0.060
H -5.55 -5.33 2.92  0.081


No. 5
Computed, not measured: a structure of composition C30H50BaClN12O7P2 at a distorted geometry, with the ωB97M-V functional and the def2-TZVPD basis.

Results
* largest force on an atom: 4.457 eV/A
* total charge: +1
* Kohn-Sham gap: 6.9 eV

Last column: Löwdin charge in e.
Atoms and positions in Å:
Ba -0.10 -0.59 0.24  1.778
O -3.42 0.58 3.87  0.115
C -2.56 -0.06 3.07  -0.511
O -1.37 0.08 3.04  0.058
C -3.34 -1.04 2.25  -0.203
C -4.69 -1.19 2.49  0.011
C -5.44 -1.94 1.56  -0.008
C -4.79 -2.54 0.48  0.001
C -3.43 -2.37 0.32  -0.168
N -2.74 -1.65 1.22  0.114
C -2.63 -3.01 -0.81  -0.479
O -3.28 -3.08 -2.04  0.100
O -1.55 -3.41 -0.66  0.147
H -2.86 1.19 4.37  0.148
H -5.18 -0.66 3.36  0.146
H -6.57 -1.97 1.62  0.140
H -5.42 -3.07 -0.24  0.127
H -3.94 -2.35 -1.99  0.119
Cl 3.34 -2.05 -6.73  0.576
C 2.92 -2.07 -4.96  -0.614
C 3.86 -2.28 -3.99  -0.089
C 3.43 -2.18 -2.66  0.019
C 2.11 -1.71 -2.23  -0.397
O 1.85 -1.65 -1.01  -0.297
C 1.18 -1.49 -3.31  -0.158
C -0.19 -1.21 -3.24  -0.213
O -0.87 -0.76 -2.29  -0.227
C 1.65 -1.73 -4.60  -0.096
H 4.87 -2.53 -4.26  0.113
H 4.04 -2.36 -1.82  0.085
H -0.82 -1.56 -4.11  0.150
H 0.91 -1.66 -5.37  0.105
C 3.64 3.14 -3.19  -0.031
N 2.32 2.65 -2.81  -0.140
C 1.36 2.38 -3.89  -0.032
C 1.90 2.13 -1.67  -0.466
N 0.79 1.62 -1.35  0.067
N 2.86 2.46 -0.64  0.131
C 2.93 1.90 0.63  -0.537
N 4.17 2.16 1.10  0.127
N 1.95 1.25 1.17  0.031
H 4.44 2.49 -2.81  0.093
H 3.80 4.15 -2.81  0.085
H 3.74 3.16 -4.31  0.108
H 1.07 1.32 -3.88  0.090
H 1.83 2.53 -4.88  0.099
H 0.59 3.13 -3.79  0.093
H 0.20 1.69 -2.17  0.008
H 3.64 3.15 -0.87  0.151
H 5.03 1.85 0.63  0.129
H 4.17 2.05 2.11  0.105
H 2.18 0.99 2.12  0.040
C -0.92 4.61 -0.17  -0.081
N -1.74 3.78 0.70  -0.278
C -1.16 3.39 1.96  -0.114
P -2.87 2.67 0.19  0.490
O -2.54 1.27 0.55  -0.340
N -4.29 3.06 0.90  -0.318
C -4.56 4.16 1.79  -0.093
C -5.27 1.98 0.87  -0.083
N -3.15 2.87 -1.39  -0.317
C -2.67 1.95 -2.36  -0.116
C -4.11 3.83 -1.90  -0.094
H -0.88 5.63 0.21  0.085
H -1.39 4.69 -1.17  0.083
H 0.10 4.20 -0.23  0.073
H -0.31 2.74 1.91  0.062
H -1.87 2.78 2.50  0.063
H -0.95 4.22 2.56  0.076
H -3.64 4.79 1.94  0.090
H -4.74 3.68 2.72  0.063
H -5.41 4.83 1.52  0.099
H -5.03 1.29 0.06  0.082
H -6.23 2.45 0.71  0.086
H -5.30 1.41 1.83  0.080
H -2.31 1.02 -1.88  0.052
H -1.93 2.42 -3.05  0.090
H -3.50 1.73 -3.03  0.090
H -4.46 4.41 -1.00  0.085
H -5.04 3.36 -2.39  0.114
H -3.68 4.51 -2.64  0.081
C 4.48 -3.76 3.76  -0.196
N 3.22 -4.37 4.09  -0.166
C 3.07 -5.52 3.19  -0.171
N 3.23 -5.28 1.73  -0.111
C 4.41 -4.45 1.48  -0.191
N 4.52 -3.31 2.38  -0.186
C 3.57 -2.28 2.08  -0.345
P 1.81 -2.88 2.26  0.963
C 2.13 -3.47 3.99  -0.361
C 2.02 -4.46 1.37  -0.350
H 5.32 -4.50 3.80  0.140
H 4.71 -2.86 4.37  0.137
H 2.03 -5.85 3.45  0.140
H 3.82 -6.24 3.43  0.113
H 4.42 -4.01 0.49  0.118
H 5.28 -5.10 1.63  0.130
H 3.73 -2.01 1.02  0.079
H 3.66 -1.41 2.74  0.082
H 1.27 -3.91 4.47  0.084
H 2.30 -2.54 4.51  0.078
H 2.09 -4.23 0.32  0.066
H 1.17 -5.16 1.45  0.096


| no. | electronic energy (Eh) |
| --- | --- |
| 1 | -3768.22658 |
| 2 | -2194.34505 |
| 3 | -2807.21456 |
| 4 | -2080.44467 |
| 5 | -3525.28951 |